# C16H28Cl8N4

8 unconnected molecules or ions with the total composition C16H28Cl8N4 (the ωB97M-V functional and the def2-TZVPD basis, the Open Molecules 2025 dataset).

The geometry in XYZ format:
```
56
Properties=species:S:1:pos:R:3:forces:R:3:mulliken_charge:R:1
C -0.038 -0.002 -5.214 -1.1812 0.6581 -0.4632 -3.0578
C -0.132 -0.513 -3.846 0.6289 -2.0275 4.2998 1.0770
N -0.097 -0.877 -2.704 -0.2774 1.5922 -5.0827 -0.3100
H -0.743 -0.372 -5.958 -0.1216 -1.1010 0.4378 0.6693
H 0.926 -0.004 -5.723 0.2583 0.0963 0.6820 0.5616
H -0.501 0.983 -5.161 0.6658 0.7800 0.1460 0.6362
C -0.197 -2.291 5.232 -0.0781 -0.2623 0.8747 -0.4540
C 0.154 -3.341 6.187 0.4734 -1.1710 -0.3534 0.1851
N 0.498 -4.206 6.866 -0.2887 0.5053 -0.0772 -0.3966
H -0.378 -2.643 4.217 0.2037 -0.1600 0.1762 0.2367
H 0.648 -1.603 5.265 -0.4372 0.3304 -0.2103 0.1510
H -1.126 -1.889 5.636 0.1371 0.6489 -0.3264 0.2807
C -3.308 -1.974 -1.743 -0.7364 -0.3690 -1.2384 -0.3414
C -4.630 -1.433 -1.540 -3.6168 1.6205 1.7176 0.0272
N -5.690 -0.971 -1.316 2.9779 -1.3648 -0.8013 -0.4250
H -2.795 -1.198 -2.311 0.8257 -0.1566 0.4930 0.0486
H -3.496 -2.773 -2.461 0.3855 -0.2880 -0.1173 0.4087
H -2.850 -2.418 -0.859 0.1170 0.6365 -0.0631 0.1220
C 0.232 -4.609 -1.782 -0.8784 0.0818 -0.0048 -0.2906
C 1.675 -4.774 -1.769 1.5413 -0.3538 -0.1187 0.2048
N 2.824 -4.927 -1.715 -1.6231 0.2326 -0.0740 -0.4066
H -0.305 -5.067 -2.613 0.6161 -0.2130 -0.3223 0.3840
H -0.055 -3.559 -1.827 0.2323 0.1220 0.2843 -0.1845
H -0.204 -5.087 -0.904 0.1476 0.2405 0.2367 0.2704
Cl 1.226 3.090 -0.425 0.4566 0.6776 0.0919 -0.2325
C 1.066 4.863 -0.814 -1.2902 -0.5422 -1.8921 -0.6640
C 2.042 5.295 -1.909 0.6904 -0.4412 0.0499 -0.4601
Cl 3.575 5.403 -1.114 2.3926 0.1448 0.8919 -0.1199
H 1.064 5.452 0.103 0.2090 -0.1218 -0.2783 0.3427
H 0.095 4.829 -1.309 -0.3406 0.4892 0.3947 0.2674
H 2.031 6.250 -2.434 -1.3938 0.1403 0.4721 0.4262
H 2.215 4.573 -2.706 -0.7152 -0.3743 0.2340 0.2471
Cl -2.744 1.537 -0.635 -0.1262 0.4277 0.3359 -0.1192
C -3.746 2.849 0.040 -0.9941 0.7540 -1.7283 -0.5543
C -3.026 3.985 0.722 -0.4780 -0.3910 0.9505 -0.0690
Cl -2.600 3.374 2.325 0.7452 -0.1125 1.1609 -0.1625
H -4.603 2.431 0.569 0.6837 -0.1809 0.8250 0.3316
H -4.311 3.290 -0.781 0.4563 0.0259 -0.6560 0.3767
H -3.722 4.787 0.970 -0.1447 0.0107 -0.5217 0.3568
H -2.127 4.427 0.292 -0.2232 -0.5079 -0.4423 -0.1161
Cl 3.917 -1.244 -0.331 -0.3492 0.8205 -1.1514 -0.2109
C 4.251 -2.100 1.122 0.0207 0.2659 2.2646 -0.4286
C 4.240 -1.112 2.371 -0.2301 0.8752 -1.3265 -0.0750
Cl 4.945 -1.784 3.799 0.4857 -1.0230 1.1136 -0.2332
H 5.210 -2.606 1.008 0.0502 0.2587 0.2729 0.3544
H 3.496 -2.879 1.233 -0.0216 0.1361 0.1921 0.2547
H 3.296 -0.659 2.674 -0.6569 -0.9611 -0.4484 -0.0503
H 4.774 -0.169 2.252 0.6059 -0.3611 -0.9668 0.3500
Cl -0.443 -1.794 0.544 -0.0021 -0.0783 -0.1568 -0.1762
C 0.071 -0.100 0.430 -0.4002 1.2355 1.1279 -0.3838
C -0.370 0.686 1.721 0.3989 -0.0771 -2.5615 -0.2729
Cl 0.507 0.107 3.108 0.2486 -0.0442 0.8326 -0.2070
H -0.349 0.436 -0.421 -0.3065 -0.5921 -0.0730 0.0960
H 1.149 -0.064 0.276 -0.0030 -0.2072 0.3288 0.2911
H -1.450 0.681 1.866 0.2062 -0.3717 0.1438 0.3320
H -0.090 1.715 1.494 0.0541 0.0473 0.4254 0.1122
```
Forces are in eV/Å.

Properties
2S+1: 2
Gap between HOMO and LUMO (alpha / beta): 0.07417 / 0.39095 Eh
Net charge: -1
E_HOMO (alpha / beta): 0.2 / -8.5 eV


# C5H14

2 unconnected molecules or ions with the total composition C5H14 (the ωB97M-V functional and the def2-TZVPD basis, the Open Molecules 2025 dataset).

The geometry in XYZ format:
```
19
Properties=species:S:1:pos:R:3:forces:R:3:mulliken_charge:R:1
C 0.102 -2.346 0.183 -0.1117 0.5274 -0.4329 -1.2734
C 0.283 -1.097 1.059 0.4557 -0.6659 -0.9327 0.3087
C 1.772 -0.960 1.421 -0.4469 1.3953 0.4923 -1.1048
H -0.879 -2.398 -0.284 -0.3112 -0.1156 0.3058 0.3607
H 0.314 -3.275 0.706 0.0718 -0.0596 -0.0183 0.3686
H 0.768 -2.227 -0.683 0.1663 -0.3002 0.2865 0.3065
H -0.066 -0.281 0.426 0.1434 0.3578 0.3081 -0.2739
H -0.324 -1.102 1.957 -0.1932 -0.1937 0.1013 0.3456
H 1.833 -0.438 2.387 0.2726 -0.4780 -0.0289 0.3207
H 2.279 -1.918 1.444 0.0802 -0.1160 0.1918 0.2997
H 2.314 -0.280 0.754 -0.1099 -0.3550 -0.2751 0.3106
C -0.500 2.557 -1.511 0.2870 0.7148 -0.3359 -0.7285
C -1.649 1.730 -1.004 -0.4982 -0.4691 0.9643 -0.8756
H 0.476 2.263 -1.128 0.0162 -0.2991 -0.0720 0.2378
H -0.436 2.652 -2.600 -0.0765 -0.3472 0.1244 0.2648
H -0.643 3.581 -1.170 0.0499 0.1446 0.1397 0.2574
H -1.545 1.515 0.062 0.2364 0.2235 0.1487 0.2542
H -1.786 0.729 -1.412 0.0827 0.1771 -0.5596 0.2802
H -2.584 2.287 -1.046 -0.1145 -0.1412 -0.4074 0.3407
```
Forces are in eV/Å.

Properties
2S+1: 1
Gap between HOMO and LUMO: 0.46030 Eh
SMILES: CCC.CC
Energy relative to the best compared isomer or geometry (same formula, charge and spin): 7.2 kcal/mol
E_HOMO: -11.4 eV


# C11H14N2

C11H14N2 in the gas phase (the ωB97M-V functional and the def2-TZVPD basis, the Open Molecules 2025 dataset).

The geometry in XYZ format:
```
27
Properties=species:S:1:pos:R:3:forces:R:3:mulliken_charge:R:1
C -0.611 -0.115 2.366 -0.6044 1.8638 2.8918 -1.3845
C -0.237 -0.073 1.102 -1.4595 1.0680 -0.0283 0.0442
C 0.814 -0.789 0.445 0.8819 -0.1925 1.1110 0.6517
C 1.651 -1.721 1.017 0.3388 -0.8825 -2.0479 -0.6025
C 2.612 -2.292 0.167 2.8462 -1.0748 3.7177 -0.4602
C 2.878 -1.816 -1.080 -2.0641 0.3661 -0.7884 -0.5485
C 1.994 -0.925 -1.656 -0.7103 1.1137 2.0686 -0.7201
C 0.973 -0.369 -0.839 0.4573 -0.8311 -2.0385 0.2457
C -0.231 0.427 -1.245 0.2184 1.1580 -1.2475 -0.8580
C -0.931 0.850 0.053 0.3692 -2.1974 1.1107 1.2628
C -0.867 2.279 0.465 2.9922 2.8818 -2.3383 -1.4943
N -2.383 0.580 0.136 1.1953 -1.2787 1.4149 -0.0868
N -3.069 0.596 -1.040 -0.8435 0.5313 -1.1190 -0.8588
H -1.383 0.580 2.892 0.9681 -1.1818 -1.7214 0.2152
H -0.028 -0.512 3.206 0.0096 -0.7110 -0.7732 0.3375
H 1.365 -2.126 1.948 0.3428 -0.3350 1.1557 0.3785
H 3.478 -2.940 0.647 -2.2583 0.8104 -0.9746 0.2284
H 3.531 -2.287 -1.743 1.5557 -0.5736 -0.5336 0.4245
H 2.238 -0.563 -2.609 -0.2530 0.4235 -1.4204 0.4326
H 0.076 1.341 -1.797 -0.3379 -0.5580 -0.0799 0.3541
H -0.851 -0.224 -1.912 0.3204 0.6975 0.5492 0.3518
H -1.478 2.375 1.280 -1.5140 0.4467 2.2038 0.5134
H -1.346 2.906 -0.389 1.0233 -0.6723 1.4164 0.3037
H 0.137 2.758 0.860 -1.5817 -1.1172 -1.3675 0.2789
H -2.649 1.300 0.774 -1.4304 0.0647 -0.0674 0.3715
H -3.203 -0.351 -1.374 0.1071 0.1170 -0.1040 0.2821
H -2.479 1.111 -1.674 -0.5693 0.0636 -0.9900 0.3369
```
Forces are in eV/Å.

Properties
2S+1: 1
Gap between HOMO and LUMO: 0.33268 Eh
SMILES: C=C1c2ccccc2C[C@@]1(C)NN
Energy relative to the best compared isomer or geometry (same formula, charge and spin): 75.4 kcal/mol
E_HOMO: -8.4 eV


# C37H22FO8

3 unconnected molecules or ions with the total composition C37H22FO8 (the ωB97M-V functional and the def2-TZVPD basis, the Open Molecules 2025 dataset).

The geometry in XYZ format:
```
68
Properties=species:S:1:pos:R:3:forces:R:3:mulliken_charge:R:1
C 3.401 -3.475 5.761 0.8216 -0.9559 -0.7455 -1.0501
C 2.713 -3.028 4.335 0.3717 0.2380 0.5366 0.5469
F 2.849 -4.223 3.426 -0.5693 2.8032 2.0552 -0.3491
C 1.168 -2.498 4.445 -1.9975 1.3642 1.3400 0.4403
C 0.613 -1.554 5.451 0.8265 -2.5387 -3.0174 -0.3841
C -1.001 -1.136 5.323 -1.4871 3.2667 0.7329 0.2554
O -1.421 0.101 5.604 2.5708 -7.3536 -1.4438 -0.5854
C -2.007 -2.383 4.847 3.0326 -1.8410 -2.5466 -0.3300
C -1.436 -3.353 3.835 -0.9438 2.6498 2.5884 0.3363
C -2.323 -4.640 3.335 -4.0911 -4.5507 -1.3555 0.2732
O -2.072 -5.297 2.168 -0.4960 4.1219 6.1803 -0.6204
O -3.460 -5.049 4.215 6.2614 2.9662 -3.9489 -0.6999
C 0.109 -3.039 3.275 0.4180 -0.4377 -4.5121 0.1086
O 0.452 -3.174 1.979 -1.8629 0.9664 8.3357 -0.4558
H 3.442 -2.634 6.573 -0.4519 -1.5714 -1.6439 0.3008
H 2.936 -4.497 6.162 0.7478 2.5134 -0.8129 0.2945
H 4.537 -3.737 5.501 -2.4713 0.6218 0.5015 0.3144
H 3.358 -2.155 3.885 -1.2910 -1.8717 0.5499 0.0417
H 1.300 -1.116 6.292 -1.6344 -0.7026 -1.8005 0.2111
H -3.080 -2.532 5.294 2.3226 0.4082 -1.1107 0.3843
C 2.146 -2.000 -0.772 0.0919 0.1787 0.1394 -0.6432
C 1.893 -1.365 -1.988 0.1225 0.3610 0.1424 -0.6689
C 2.097 0.010 -2.113 -0.0522 -0.2605 -0.0146 -0.8464
C 2.545 0.755 -1.016 -0.1786 -0.3245 -0.3128 0.9518
C 2.775 0.124 0.206 -0.1309 -0.5957 -0.1522 0.2933
C 2.586 -1.259 0.325 -0.0161 -0.0611 -0.1477 -0.4260
C 3.199 0.908 1.384 0.1290 -0.9481 1.1144 0.3778
O 3.405 0.354 2.457 -0.0314 0.3977 -0.5162 -0.6859
C 3.364 2.370 1.252 0.1346 0.6747 0.3130 0.1144
C 3.710 3.133 2.375 0.0487 0.3512 -0.0363 -0.5204
C 3.881 4.514 2.256 -0.0598 -0.3945 -0.0942 -0.4794
C 3.717 5.134 1.017 -0.0927 -0.2847 -0.2238 -0.5269
C 3.367 4.376 -0.101 0.0658 0.1736 0.2899 -0.5741
C 3.181 2.993 0.019 0.1455 0.6158 0.2811 0.2803
C 2.775 2.206 -1.163 -0.1745 0.2031 -1.1824 0.5776
O 2.626 2.750 -2.251 0.2594 -0.1295 0.5415 -0.7342
H 1.996 -3.073 -0.677 -0.0224 0.2397 0.0869 0.4334
H 1.538 -1.941 -2.840 0.0577 0.1216 0.1582 0.4098
H 1.902 0.498 -3.067 0.0945 0.0345 0.2993 0.4770
H 2.776 -1.760 1.273 -0.1254 0.2047 -0.2015 0.4588
H 3.844 2.657 3.345 -0.0728 -0.0554 -0.3323 0.4636
H 4.145 5.106 3.130 -0.0508 -0.1312 -0.1512 0.3955
H 3.857 6.208 0.923 -0.0336 -0.1984 -0.0005 0.3856
H 3.235 4.868 -1.064 -0.0158 -0.2856 0.1639 0.4450
C -0.332 2.760 -2.698 -0.2571 0.0503 -0.2871 -0.3037
C -0.883 2.324 -1.493 -0.3273 -0.2290 -0.2020 -0.3482
C -2.041 1.546 -1.497 0.2650 0.1592 0.0919 -0.7864
C -2.658 1.213 -2.709 0.4342 0.3014 0.2853 0.2657
C -2.121 1.670 -3.911 0.4577 0.2425 0.2499 0.3141
C -0.948 2.436 -3.907 0.0868 0.0521 0.2968 -0.8551
C -2.792 1.366 -5.192 0.6255 0.4828 -1.0772 0.5303
O -2.319 1.764 -6.250 -0.2758 -0.2119 0.4841 -0.6918
C -4.044 0.584 -5.180 -0.5514 -0.2738 -0.3213 0.1921
C -4.721 0.338 -6.382 -0.3188 -0.1980 -0.0197 -0.5305
C -5.899 -0.412 -6.380 0.3575 0.2023 0.1130 -0.4412
C -6.398 -0.925 -5.184 0.2585 0.1367 0.2534 -0.4479
C -5.729 -0.677 -3.984 -0.1661 -0.0439 -0.2724 -0.5512
C -4.555 0.087 -3.982 -0.5251 -0.3001 -0.3868 0.1708
C -3.874 0.374 -2.703 -0.4883 -0.5621 1.5388 0.5895
O -4.314 -0.073 -1.651 0.2522 0.3540 -0.8243 -0.6692
H 0.577 3.359 -2.696 -0.2722 -0.1753 -0.0484 0.4837
H -0.409 2.588 -0.550 -0.0844 -0.0692 -0.1286 0.4715
H -2.463 1.204 -0.553 -0.0117 -0.0405 -0.3242 0.4957
H -0.516 2.784 -4.843 -0.2381 -0.1480 0.1482 0.4475
H -4.336 0.733 -7.321 0.0602 -0.0385 0.3314 0.4391
H -6.426 -0.597 -7.314 0.1175 0.0397 0.1593 0.3796
H -7.312 -1.515 -5.183 0.1770 0.1039 0.0253 0.3865
H -6.127 -1.077 -3.053 0.2548 0.1820 -0.1322 0.4681
```
Forces are in eV/Å.

Properties
2S+1: 1
Gap between HOMO and LUMO: 0.19066 Eh
Net charge: -1
E_HOMO: -4.7 eV


Repeat the second record exactly.
# C5H14

2 unconnected molecules or ions with the total composition C5H14 (the ωB97M-V functional and the def2-TZVPD basis, the Open Molecules 2025 dataset).

The geometry in XYZ format:
```
19
Properties=species:S:1:pos:R:3:forces:R:3:mulliken_charge:R:1
C 0.102 -2.346 0.183 -0.1117 0.5274 -0.4329 -1.2734
C 0.283 -1.097 1.059 0.4557 -0.6659 -0.9327 0.3087
C 1.772 -0.960 1.421 -0.4469 1.3953 0.4923 -1.1048
H -0.879 -2.398 -0.284 -0.3112 -0.1156 0.3058 0.3607
H 0.314 -3.275 0.706 0.0718 -0.0596 -0.0183 0.3686
H 0.768 -2.227 -0.683 0.1663 -0.3002 0.2865 0.3065
H -0.066 -0.281 0.426 0.1434 0.3578 0.3081 -0.2739
H -0.324 -1.102 1.957 -0.1932 -0.1937 0.1013 0.3456
H 1.833 -0.438 2.387 0.2726 -0.4780 -0.0289 0.3207
H 2.279 -1.918 1.444 0.0802 -0.1160 0.1918 0.2997
H 2.314 -0.280 0.754 -0.1099 -0.3550 -0.2751 0.3106
C -0.500 2.557 -1.511 0.2870 0.7148 -0.3359 -0.7285
C -1.649 1.730 -1.004 -0.4982 -0.4691 0.9643 -0.8756
H 0.476 2.263 -1.128 0.0162 -0.2991 -0.0720 0.2378
H -0.436 2.652 -2.600 -0.0765 -0.3472 0.1244 0.2648
H -0.643 3.581 -1.170 0.0499 0.1446 0.1397 0.2574
H -1.545 1.515 0.062 0.2364 0.2235 0.1487 0.2542
H -1.786 0.729 -1.412 0.0827 0.1771 -0.5596 0.2802
H -2.584 2.287 -1.046 -0.1145 -0.1412 -0.4074 0.3407
```
Forces are in eV/Å.

Properties
2S+1: 1
Gap between HOMO and LUMO: 0.46030 Eh
SMILES: CCC.CC
Energy relative to the best compared isomer or geometry (same formula, charge and spin): 7.2 kcal/mol
E_HOMO: -11.4 eV


Look up the 2S+1 of the fourth one. 1


What is the formula in the third record? C11H14N2


The highest 2S+1 belongs to which entry? C16H28Cl8N4